Below is 4 unconnected molecules or ions with the total composition C6H7NO, with properties calculated with the ωB97M-V functional and the def2-TZVPD basis.

Each line ends with the Löwdin charge.
Positions of all 15 atoms, in Å:
C: 0.1474 0.5032 -2.0246  -0.11
C: 0.1773 0.9836 -0.4409  -0.37
C: 0.0646 0.3477 0.7188  -0.06
C: -0.0732 -1.0461 0.5672  -0.23
C: -0.5326 -1.8485 1.7322  -0.17
C: 0.3056 2.4099 -0.3602  -0.23
H: 1.6121 -0.0278 -2.0777  0.19
H: -0.7312 -0.6819 -2.0838  0.16
H: -0.2310 1.8210 -2.8918  0.23
H: 0.2170 0.8217 1.6651  0.14
H: 0.2178 -1.3121 -0.4760  0.11
H: -0.8536 -1.2439 2.7443  0.16
H: -1.1594 -2.6722 1.8374  0.08
N: 0.0384 3.5922 -0.5260  0.13
O: 0.8009 -1.6469 1.6159  -0.04

Forces on the atoms, in the same order (eV/Å):
0.65 -1.34 1.27
0.13 1.76 -2.26
-0.18 0.82 -1.74
1.23 -1.87 1.47
-1.67 4.11 3.40
-2.35 7.05 -1.71
-4.48 1.69 -0.53
2.80 4.14 -0.37
1.26 -4.31 2.52
-0.19 0.18 0.36
-0.88 -0.98 1.23
0.05 -0.65 -2.58
0.01 -2.45 -0.96
2.04 -6.54 1.22
1.58 -1.60 -1.31

HOMO energy	-9.56	eV
relative energy (zero: lowest compared OMol25 entry of this formula, charge and spin)	902.6	kJ/mol
2S+1	1
LUMO energy	-0.3	eV
E	-362.46969	hartree


Below is a molecular structure, C19H43OP3SSeSn, with properties calculated with the ωB97M-V functional and the def2-TZVPD basis.

Each line ends with the Löwdin charge.
Positions of all 69 atoms, in Å:
Sn: -0.5932 0.0254 -0.9178  0.70
P: -1.4717 -2.1214 0.4303  0.70
P: 1.3580 -0.2694 1.3026  0.75
P: 1.3639 -1.2620 -2.1222  0.72
H: -3.0469 3.8571 -6.2994  0.12
C: -3.2099 2.9329 -6.8660  0.20
C: -3.7421 1.8799 -6.1978  0.21
H: -4.1331 2.0140 -5.1549  0.14
C: -2.8047 -1.5960 1.5380  -0.23
C: -0.6000 -3.3909 1.4143  -0.21
C: -2.2925 -3.1487 -0.8354  -0.24
C: 2.5744 1.1041 1.2935  -0.28
C: 0.4854 -0.0006 2.8963  -0.23
C: 2.4595 -1.7229 1.5895  -0.22
C: 1.0151 -1.3313 -3.9123  -0.24
C: 1.5913 -3.0336 -1.7075  -0.19
C: 3.0284 -0.4995 -2.0693  -0.20
H: -2.9937 2.9760 -7.9509  0.15
H: -3.9056 0.8873 -6.6440  0.13
H: -3.5710 -1.0472 0.9710  0.07
H: -2.4069 -0.9443 2.3301  0.04
H: -3.2513 -2.4971 1.9922  0.09
H: -0.2161 -2.9846 2.3564  0.05
H: 0.2229 -3.8391 0.8480  0.05
H: -1.3462 -4.1655 1.6334  0.09
H: -2.9939 -2.5522 -1.4329  0.06
H: -2.8355 -3.9377 -0.2968  0.08
H: -1.5540 -3.6090 -1.5069  0.04
H: 3.2647 1.0677 2.1478  0.08
H: 2.0330 2.0608 1.3164  0.01
H: 3.1540 1.0664 0.3629  0.03
H: 1.1658 0.1457 3.7498  0.09
H: -0.1811 -0.8454 3.1197  0.04
H: -0.1416 0.8950 2.7763  0.03
H: 3.0499 -1.6142 2.5093  0.09
H: 3.1604 -1.8230 0.7518  0.04
H: 1.8762 -2.6455 1.6683  0.02
H: 1.8256 -1.8930 -4.4133  0.08
H: 0.9717 -0.3080 -4.3182  0.05
H: 0.0548 -1.8411 -4.1001  0.07
H: 2.1930 -3.4986 -2.5026  0.09
H: 0.6235 -3.5530 -1.6620  0.04
H: 2.1064 -3.1666 -0.7466  0.05
H: 3.6826 -1.0027 -2.8083  0.10
H: 3.5002 -0.5839 -1.0764  0.04
H: 2.9577 0.5730 -2.3239  0.05
C: 0.4200 2.9691 -2.7279  -0.59
C: -0.8679 2.8457 -3.2835  -0.13
C: -1.0369 3.0195 -4.6480  -0.06
C: 0.0658 3.3453 -5.4519  -0.01
C: 1.3389 3.5069 -4.8991  -0.01
C: 1.5329 3.3354 -3.5312  -0.06
Se: 0.5508 2.5745 -0.8928  0.97
H: -2.1792 0.6995 -1.4115  0.00
H: -1.6633 2.5314 -2.6051  0.07
H: -2.0169 2.8892 -5.0993  0.04
H: -0.0517 3.4916 -6.5242  0.13
H: 2.1713 3.7860 -5.5236  0.13
H: 2.5210 3.4734 -3.0913  0.13
C: -1.8218 4.0865 1.1631  -0.24
S: -2.7566 2.5447 1.3177  0.87
C: -3.3667 2.7914 2.9800  -0.21
O: -1.7553 1.3904 1.3913  -0.71
H: -1.3969 4.3129 2.1451  0.07
H: -2.5492 4.8537 0.8729  0.08
H: -1.0552 4.0103 0.3816  -0.03
H: -4.4613 2.8313 2.8985  0.07
H: -3.0325 1.9963 3.6619  0.08
H: -2.9994 3.7600 3.3424  0.07

Forces on the atoms, in the same order (eV/Å):
0.19 -0.36 2.30
-1.19 -0.52 -0.28
0.61 0.85 1.15
0.51 -0.48 -1.54
-0.06 -0.14 -0.50
0.70 2.75 -1.63
-1.90 -2.43 1.67
0.37 -0.07 -1.04
-0.12 0.22 0.15
0.62 0.34 -0.10
0.05 0.09 -0.02
-0.15 0.21 -0.29
-0.34 0.02 -0.11
-0.26 -0.25 -0.47
-0.20 0.10 -0.10
-0.36 0.06 0.61
0.02 0.42 0.42
-0.16 -0.33 0.61
0.28 0.42 0.08
0.21 -0.14 0.23
-0.19 -0.19 -0.31
0.12 0.30 -0.21
-0.14 -0.13 -0.19
-0.20 -0.01 0.14
0.08 0.19 -0.06
0.08 -0.18 0.17
0.03 0.13 -0.31
-0.27 0.05 0.21
-0.26 -0.14 -0.17
0.28 -0.27 0.16
-0.01 0.11 0.26
0.03 -0.18 -0.44
0.19 0.23 0.00
0.20 -0.34 0.06
-0.26 0.25 -0.15
-0.08 -0.01 0.23
0.23 0.18 0.01
-0.36 0.27 0.21
0.02 -0.34 0.06
0.38 0.17 0.04
-0.11 0.28 0.14
0.30 0.15 -0.09
-0.14 0.07 -0.31
-0.46 0.13 0.29
-0.24 -0.03 -0.43
0.04 -0.44 0.02
0.06 0.06 -0.46
0.21 -0.65 -0.03
0.60 0.10 0.15
-0.11 0.00 0.05
-0.30 -0.04 0.53
-0.41 -0.02 0.28
0.62 -0.14 -0.46
1.02 -0.70 -0.05
-0.07 0.29 -0.48
0.35 0.09 0.44
0.00 -0.04 0.18
0.11 0.02 -0.12
-0.25 -0.01 -0.08
-0.25 -0.03 0.31
0.11 -0.13 -0.45
-0.40 0.52 0.36
0.57 -0.10 -0.57
0.22 0.12 -0.35
0.16 -0.04 0.13
-0.34 -0.01 0.28
0.30 -0.12 0.27
-0.12 0.13 -0.47
-0.20 -0.31 0.06

net charge	+4
HOMO energy (spin up / spin down)	-19.24 / -19.25	eV
relative energy (zero: lowest compared OMol25 entry of this formula, charge and spin)	0.0	kJ/mol
2S+1	1
LUMO energy (spin up / spin down)	-14.1 / -15.8	eV
E	-4861.30721	hartree


Below is 2 unconnected molecules or ions with the total composition C3H9N2O, with properties calculated with the ωB97M-V functional and the def2-TZVPD basis.

Each line ends with the Löwdin charge.
Positions of all 15 atoms, in Å:
C: -0.0291 0.5459 1.8839  -0.11
C: 1.6550 -0.0793 -2.3361  -0.28
C: -1.3355 0.1325 1.2364  -0.31
N: 0.5941 -0.7695 -2.4484  -0.04
N: -1.1716 -0.1642 -0.2077  -0.22
O: -0.5426 -1.4804 -0.3158  -0.40
H: 0.3362 1.5811 1.8599  0.06
H: 0.0989 0.2567 2.8693  0.02
H: 0.6033 0.0739 1.1651  0.04
H: 2.0637 0.5472 -3.1806  0.02
H: 0.0623 -1.1599 -1.4964  -0.05
H: 2.1298 0.2148 -1.3085  0.05
H: -1.7303 -0.8163 1.6588  0.10
H: -2.2147 0.6743 1.3924  0.05
H: -0.5192 0.4431 -0.7723  0.07

Forces on the atoms, in the same order (eV/Å):
-0.14 1.10 -1.71
-1.19 0.67 1.14
0.50 -1.42 -1.06
1.34 0.96 -0.75
-0.18 -0.66 -0.36
-0.33 0.99 0.16
-0.91 0.34 -0.26
0.40 -1.09 1.94
1.29 -0.94 0.30
0.01 -0.85 0.34
0.70 -0.49 0.15
-0.46 -0.60 -1.22
0.96 0.04 -0.23
-1.13 2.09 0.06
-0.86 -0.14 1.49

net charge	-1
HOMO energy	-2.33	eV
relative energy (zero: lowest compared OMol25 entry of this formula, charge and spin)	359.3	kJ/mol
2S+1	1
LUMO energy	4.3	eV
E	-304.32910	hartree


Below is a molecular structure, C25H23O4Pb, with properties calculated with the ωB97M-V functional and the def2-TZVPD basis.

Each line ends with the Löwdin charge.
Positions of all 53 atoms, in Å:
C: 0.7887 -1.9378 1.6581  -0.07
C: -0.5147 -2.3349 1.2401  -0.09
C: -0.4431 -2.7415 -0.1254  -0.22
H: -1.4067 -2.3489 1.8731  0.10
C: 0.9315 -2.5900 -0.5512  -0.20
C: 1.6805 -2.0840 0.5628  -0.15
H: 2.7563 -1.8788 0.5876  0.10
H: 1.0717 -1.6272 2.6654  0.12
H: -1.2773 -3.1020 -0.7402  0.09
H: 1.3305 -2.8421 -1.5402  0.10
C: -0.6090 2.6925 0.3286  -0.25
C: -0.3502 2.0804 1.5903  -0.18
C: 1.0264 1.7155 1.6430  -0.19
H: -1.0694 1.9492 2.4039  0.08
C: 1.6377 2.0798 0.4076  -0.24
C: 0.6268 2.6926 -0.4172  -0.31
H: 0.7736 3.0939 -1.4305  0.08
H: -1.5779 3.0825 -0.0131  0.08
H: 1.5164 1.2410 2.4994  0.08
H: 2.6977 1.9421 0.1493  0.08
Pb: -0.1431 0.0034 -0.9714  1.56
O: -0.4317 0.0451 -3.0660  -0.53
C: -1.0033 -0.8145 -4.0425  -0.37
C: -0.0932 -1.2287 -5.1467  -0.03
H: -1.4589 -1.7263 -3.6288  0.10
H: -1.7834 -0.2186 -4.5232  0.10
H: 0.6110 -2.0152 -4.8972  0.11
H: 1.2987 -1.9646 -7.1723  0.11
C: 0.9623 -0.9310 -7.2785  -0.05
C: 0.2412 -0.3848 -6.1783  -0.25
C: -0.0416 1.0285 -6.1844  -0.01
H: -0.4036 1.4936 -5.2645  0.11
C: 0.1176 1.7438 -7.3514  -0.10
H: -0.1821 2.7865 -7.3956  0.10
C: 0.6337 1.1205 -8.4921  -0.10
H: 0.7002 1.6692 -9.4223  0.09
C: 1.0669 -0.2105 -8.4478  -0.11
H: 1.4524 -0.7124 -9.3301  0.10
O: 0.2682 1.4864 4.8757  0.04
C: -0.2360 0.8072 5.9248  -0.26
C: 0.0812 1.1899 7.2526  -0.04
C: -0.4372 0.4554 8.3144  -0.12
C: -1.2696 -0.6521 8.0662  -0.12
C: -1.5809 -1.0082 6.7548  -0.03
C: -1.0533 -0.3058 5.6553  -0.06
C: -1.3922 -0.7636 4.2315  -0.63
O: -2.1888 -1.7362 4.1829  -0.06
O: -0.7631 -0.2016 3.3065  -0.05
H: 0.7929 2.2306 5.2163  0.11
H: 0.7266 2.0615 7.4084  0.10
H: -0.1805 0.7543 9.3326  0.09
H: -1.6679 -1.2210 8.9077  0.09
H: -2.2322 -1.8632 6.5718  0.11

Forces on the atoms, in the same order (eV/Å):
2.28 -0.05 -0.66
-1.40 -1.22 -2.12
-0.44 0.33 1.43
0.42 0.14 -0.10
0.20 -0.21 0.83
-0.46 0.10 0.56
-0.60 -0.07 -0.09
-0.33 -0.01 -0.47
0.49 0.14 0.37
-0.16 0.10 0.45
0.60 -0.53 -0.33
0.46 0.11 -0.26
-0.42 0.21 -0.46
0.43 -0.09 -0.46
-0.59 -0.12 0.01
-0.23 -0.46 -0.11
-0.05 -0.10 0.60
0.58 -0.11 0.18
-0.32 0.16 -0.44
-0.60 0.15 0.09
0.21 1.90 1.65
0.17 -0.67 -1.05
-0.44 0.70 -0.01
0.60 -0.16 2.21
-0.03 0.15 0.23
-0.48 -0.21 0.01
-0.21 -0.50 -0.39
-0.10 0.25 -0.31
-0.65 0.15 0.26
1.06 1.33 -1.12
-0.51 -0.90 0.04
0.01 -0.18 -0.34
0.15 -0.11 -0.14
0.16 -0.06 0.04
-0.05 -0.14 -0.13
0.02 0.04 -0.01
0.13 -0.01 0.03
0.14 0.28 0.01
0.62 0.99 0.13
-0.08 -0.48 0.70
-0.39 -0.41 -0.57
-0.09 -0.15 -0.22
0.28 0.46 0.12
0.36 0.27 0.09
-0.28 0.24 0.79
0.22 -0.86 0.21
0.19 0.47 -0.45
-0.57 -0.52 -0.03
-0.23 -0.29 -0.17
-0.20 -0.29 0.04
-0.13 -0.16 -0.21
0.07 0.13 -0.24
0.21 0.29 -0.19

net charge	-1
HOMO energy (spin up / spin down)	-4.48 / -4.46	eV
2S+1	1
LUMO energy (spin up / spin down)	1.3 / 0.1	eV
E	-1460.13375	hartree